No. 1
# C50H56BeN9O2

A structure of composition C50H56BeN9O2 at a distorted geometry (the ωB97M-V functional and the def2-TZVPD basis, the Open Molecules 2025 dataset).

Results
- Orbital gap (alpha / beta): 5.54 / 7.45 eV
- HOMO energy (alpha / beta): -5.03 / -7.27 eV
- Expectation value of S²: 0.751
- E_LUMO (alpha / beta): 0.5 / 0.2 eV
- Multiplicity: 2

Geometry as XYZ:
```
118
C50H56BeN9O2, DFT the ωB97M-V functional and the def2-TZVPD basis
Be 0.311 -2.089 2.163
C 1.069 1.814 -0.358
C 0.273 0.498 -0.599
O 0.742 -0.620 0.201
H 0.623 2.595 -0.973
H 2.135 1.739 -0.576
H 1.033 2.129 0.685
H 0.486 0.234 -1.635
H -0.794 0.715 -0.631
N 2.673 -1.404 3.148
C 3.467 -0.541 2.463
C 4.833 -0.400 2.724
C 5.433 -1.113 3.808
C 4.592 -2.115 4.407
C 3.264 -2.241 3.986
H 3.164 0.056 1.616
H 5.432 0.278 2.134
H 6.443 -0.914 4.134
H 5.017 -2.762 5.160
H 2.485 -2.796 4.489
N -0.919 -3.743 0.502
C -1.388 -3.267 -0.688
C -2.252 -4.050 -1.498
C -2.622 -5.334 -1.078
C -2.075 -5.846 0.115
C -1.195 -5.081 0.813
H -1.064 -2.269 -0.943
H -2.670 -3.618 -2.395
H -3.367 -5.940 -1.571
H -2.319 -6.856 0.410
H -0.547 -5.571 1.525
N -4.290 0.031 -4.795
C -5.259 -0.124 -3.832
C -4.972 -0.522 -2.561
C -3.640 -0.608 -2.091
C -2.645 -0.415 -3.083
C -2.989 -0.031 -4.405
H -6.298 -0.110 -4.127
H -5.680 -0.739 -1.775
H -3.332 -0.923 -1.105
H -1.603 -0.574 -2.851
H -2.233 0.059 -5.171
N -2.781 4.700 3.369
C -2.675 4.332 2.008
C -1.536 4.667 1.300
C -0.397 5.312 1.948
C -0.617 5.732 3.278
C -1.722 5.286 3.977
H -3.451 3.727 1.563
H -1.403 4.208 0.331
H 0.486 5.581 1.388
H 0.149 6.231 3.853
H -1.726 5.590 5.014
N 2.242 -3.886 1.064
C 2.600 -3.679 -0.283
C 3.200 -4.629 -1.066
C 3.608 -5.772 -0.483
C 3.397 -6.018 0.875
C 2.649 -5.071 1.569
H 2.307 -2.729 -0.704
H 3.596 -4.447 -2.054
H 4.144 -6.420 -1.161
H 3.607 -6.948 1.382
H 2.414 -5.191 2.616
N -2.504 5.739 -2.354
C -3.192 4.676 -2.757
C -2.631 3.463 -3.147
C -1.254 3.393 -3.191
C -0.490 4.444 -2.652
C -1.155 5.679 -2.292
H -4.246 4.847 -2.921
H -3.268 2.706 -3.580
H -0.792 2.444 -3.417
H 0.573 4.417 -2.463
H -0.651 6.446 -1.724
N -2.411 -1.808 2.667
C -3.222 -2.637 3.357
C -4.587 -2.651 3.308
C -5.235 -1.744 2.430
C -4.420 -0.808 1.735
C -3.052 -0.887 1.881
H -2.833 -3.379 4.038
H -5.126 -3.333 3.949
H -6.283 -1.832 2.187
H -4.882 -0.044 1.128
H -2.278 -0.268 1.451
N 0.352 0.965 -5.480
C 0.011 1.927 -6.362
C 0.506 3.231 -6.323
C 1.560 3.472 -5.353
C 1.947 2.398 -4.553
C 1.276 1.243 -4.558
H -0.783 1.621 -7.028
H 0.140 3.974 -7.017
H 2.061 4.424 -5.260
H 2.689 2.560 -3.785
H 1.484 0.419 -3.891
N -0.188 -0.262 3.848
C -0.279 1.085 3.544
C -0.284 2.133 4.478
C -0.387 1.773 5.824
C -0.424 0.409 6.215
C -0.216 -0.578 5.186
H -0.301 1.262 2.479
H -0.181 3.191 4.289
H -0.515 2.489 6.623
H -0.404 0.066 7.239
H -0.232 -1.642 5.372
C 3.911 -0.450 -2.581
C 5.294 -0.171 -2.307
O 6.078 -0.023 -3.196
C 5.616 -0.194 -0.896
H 3.847 -0.411 -3.668
H 3.266 0.323 -2.162
H 3.619 -1.479 -2.372
H 5.297 -1.121 -0.419
H 5.076 0.528 -0.284
H 6.696 -0.130 -0.762
```

---

No. 2
# C50H56N3OP2RuSi

A structure of composition C50H56N3OP2RuSi (the ωB97M-V functional and the def2-TZVPD basis, the Open Molecules 2025 dataset).

Results
- Orbital gap (alpha / beta): 7.59 / 6.76 eV
- Net charge: +2
- HOMO energy (alpha / beta): -11.82 / -13.00 eV
- Expectation value of S²: 8.796
- E_LUMO (alpha / beta): -4.2 / -6.2 eV
- Multiplicity: 6

Geometry as XYZ:
```
114
C50H56N3OP2RuSi, DFT the ωB97M-V functional and the def2-TZVPD basis
Ru 0.427 0.446 0.688
C -0.906 3.117 2.268
C 0.609 3.342 2.167
N 1.347 2.090 2.381
C 1.349 1.571 3.757
C 1.280 0.051 3.772
N 0.290 -0.493 2.820
C -1.119 -0.448 3.249
C -1.676 0.962 3.228
N -1.292 1.715 2.009
H -1.400 3.765 1.546
H -1.271 3.418 3.249
H 0.909 4.125 2.869
H 0.864 3.689 1.169
H 2.302 2.244 2.090
H 0.514 2.008 4.302
H 2.252 1.875 4.288
H 1.067 -0.292 4.787
H 2.253 -0.349 3.482
H 0.517 -1.468 2.670
H -1.242 -0.876 4.247
H -1.685 -1.064 2.551
H -1.360 1.519 4.103
H -2.756 0.884 3.282
H -2.097 1.698 1.396
C 2.384 -1.613 -5.803
C 2.396 -2.189 -4.377
C 2.999 -3.605 -4.394
C 0.973 -2.269 -3.845
C 0.035 -3.072 -4.484
C -1.257 -3.219 -4.009
C -1.646 -2.535 -2.871
C -0.754 -1.682 -2.226
P -1.222 -0.863 -0.671
C -2.721 0.257 -1.136
C -2.089 1.590 -1.488
C -2.212 2.157 -2.713
C -2.962 1.544 -3.746
C -3.628 0.326 -3.485
C -3.538 -0.291 -2.284
C -1.762 -2.294 0.327
C -0.734 -3.032 0.923
C -1.015 -4.158 1.684
C -2.336 -4.558 1.861
C -3.359 -3.849 1.251
C -3.075 -2.726 0.479
C 0.549 -1.586 -2.716
O 1.402 -0.790 -1.985
C 2.734 -0.706 -2.336
C 3.527 0.033 -1.468
C 4.871 0.220 -1.763
C 5.403 -0.337 -2.913
C 4.592 -1.095 -3.744
C 3.243 -1.307 -3.473
P 2.809 0.766 0.025
C 2.982 2.548 -0.320
C 1.926 3.123 -1.036
C 1.983 4.449 -1.439
C 3.093 5.222 -1.119
C 4.152 4.658 -0.423
C 4.106 3.322 -0.035
C 3.920 0.244 1.363
C 4.150 -1.134 1.451
C 4.881 -1.658 2.507
C 5.384 -0.814 3.494
C 5.153 0.550 3.419
C 4.419 1.079 2.360
H 1.792 -2.246 -6.469
H 3.396 -1.562 -6.210
H 1.956 -0.609 -5.814
H 2.441 -4.257 -5.071
H 2.979 -4.049 -3.396
H 4.035 -3.579 -4.738
H 0.332 -3.623 -5.371
H -1.952 -3.880 -4.513
H -2.642 -2.684 -2.478
H -1.522 2.092 -0.719
H -1.733 3.111 -2.902
H -3.054 2.025 -4.713
H -4.245 -0.120 -4.257
H -4.124 -1.180 -2.084
H 0.298 -2.745 0.758
H -0.211 -4.733 2.128
H -2.563 -5.429 2.464
H -4.385 -4.175 1.364
H -3.891 -2.180 0.022
H 5.501 0.800 -1.096
H 6.447 -0.188 -3.159
H 5.027 -1.541 -4.632
H 1.067 2.524 -1.311
H 1.166 4.881 -2.006
H 3.140 6.260 -1.429
H 5.027 5.254 -0.192
H 4.961 2.889 0.469
H 3.773 -1.797 0.679
H 5.066 -2.725 2.558
H 5.964 -1.221 4.314
H 5.551 1.211 4.181
H 4.251 2.149 2.326
C -6.849 2.052 1.481
Si -5.996 0.485 1.942
C -5.631 0.408 3.756
C -6.952 -1.004 1.412
C -4.423 0.437 0.935
C -3.605 0.350 0.046
H -7.842 2.092 1.943
H -6.973 2.119 0.396
H -6.284 2.929 1.818
H -6.568 0.187 4.282
H -5.252 1.359 4.149
H -4.920 -0.389 4.007
H -7.984 -0.925 1.772
H -6.523 -1.926 1.819
H -6.982 -1.084 0.320
```